[1]
The following is a DFT calculation (ωB97M-V/def2-TZVPD) of a cluster of 12 separate species, C24H48Cl24 in total.

**E_HOMO**: -10.2 eV
**Kohn-Sham gap**: 10.173 eV
**LUMO level**: -0.03 eV
**E_tot**: -326207.1612 eV
**Energy above the lowest of the compared OMol25 structures with the same formula, charge and spin**: 35.62 kcal/mol
**Structure (SMILES)**: ClCCCl.ClCCCl.ClCCCl.ClCCCl.ClCCCl.ClCCCl.ClCCCl.ClCCCl.ClCCCl.ClCCCl.ClCCCl.ClCCCl
**F_max**: 2.2 eV/Å

Geometry as ORCA input:
```
! RIJCOSX wB97M-V def2-TZVPD def2/J DEFGRID3
* xyz 0 1
H -3.20 -3.36 -3.45
Cl 3.45 4.77 -3.54
H 2.53 -0.69 -5.63
C -0.42 -0.49 0.37
Cl 2.10 2.99 2.55
H 1.77 5.17 3.18
H 6.73 -0.86 2.22
C -3.08 0.81 4.07
H -2.53 3.75 2.02
H 1.47 -0.14 -2.84
H 2.35 4.81 -1.06
H -2.65 -7.38 0.74
H 2.48 -4.03 -1.21
H -4.22 -1.04 -1.13
H -2.18 -4.91 -0.25
Cl 5.58 -0.86 -0.49
H -5.65 -0.09 -0.97
C 2.47 -0.02 -4.77
Cl -3.88 0.83 0.27
H -1.81 -5.37 -2.51
H 4.41 5.78 3.01
H -2.35 6.19 1.95
H -3.47 1.78 -4.90
Cl -1.23 5.31 0.01
H -1.39 0.02 0.39
Cl -2.30 -5.66 -4.76
C -1.45 5.60 1.74
H -1.17 -4.72 1.14
H -4.57 -1.70 1.35
C 2.61 3.43 -2.65
C 0.57 0.62 0.79
H 1.01 -3.56 -0.34
Cl 4.21 3.49 -0.39
Cl -1.49 0.35 3.33
C -2.02 -5.28 0.77
Cl -1.61 4.34 4.16
H 1.60 3.43 -3.07
H -3.83 0.96 3.30
Cl -1.36 2.13 -1.85
C -2.04 2.52 -3.45
H 6.41 0.78 2.63
C 1.42 -0.65 -3.80
Cl 2.17 0.37 0.05
C 3.93 4.83 3.25
C -4.83 -0.52 -0.39
H -0.12 -0.82 -0.63
C -3.55 -0.23 5.12
Cl -0.96 -7.30 2.41
Cl -3.38 -4.82 1.85
C 5.68 0.51 0.68
Cl 1.31 -5.86 -0.47
Cl -3.90 -1.81 4.28
Cl -2.44 -0.19 -4.07
Cl -1.64 -2.55 -2.01
H -1.77 -2.87 -4.35
H 2.70 -2.76 1.17
Cl 3.97 0.16 -3.89
H -2.92 1.77 4.56
H -0.58 6.09 2.16
H 2.57 5.08 1.60
Cl 4.14 -4.64 1.19
H -4.47 0.08 5.63
H -5.89 -2.32 0.29
C 2.56 4.68 2.61
C -1.59 -4.84 -3.44
H 2.01 -4.13 1.95
Cl 4.56 -0.63 2.87
H 4.63 4.07 2.91
H -3.88 1.62 -3.24
C -5.40 -1.43 0.69
H 0.24 1.63 0.55
Cl 3.60 4.67 4.97
C -1.63 4.21 2.41
C 2.53 -3.83 1.04
H -2.70 -0.24 5.79
H -0.52 -4.79 -3.63
C 6.01 -0.05 2.05
H 4.73 1.04 0.73
H 6.42 1.27 0.40
C -1.73 -6.80 0.87
H 0.71 0.73 1.87
H 3.14 2.52 -2.92
Cl -6.61 -0.63 1.74
Cl -0.42 -1.93 1.44
H -1.09 -7.06 0.03
H 1.90 3.15 -0.54
C 1.91 -4.18 -0.30
H -1.22 2.81 -4.11
Cl 1.88 -2.33 -3.36
H -2.54 3.47 -3.28
C 2.60 3.75 -1.12
H 2.25 1.00 -5.07
H -0.84 3.46 2.25
C -3.05 1.51 -3.93
H 0.39 -0.58 -4.15
C -2.11 -3.41 -3.46
*
```



[2]
The following is a DFT calculation (ωB97M-V/def2-TZVPD) of a cluster of 12 separate species, C35H94O34S12 in total.

**E_HOMO**: -9.3 eV
**Kohn-Sham gap**: 9.035 eV
**LUMO level**: -0.23 eV
**E_tot**: -237450.0632 eV
**Energy above the lowest of the compared OMol25 structures with the same formula, charge and spin**: 49.34 kcal/mol
**F_max**: 3.3 eV/Å

Geometry as ORCA input:
```
! RIJCOSX wB97M-V def2-TZVPD def2/J DEFGRID3
* xyz 0 1
H 1.94 -1.98 5.53
S -0.05 -3.46 3.61
H 0.38 3.69 8.46
C -4.52 2.85 4.62
O -1.49 -2.75 -5.00
H 1.63 1.34 2.39
S 0.79 -5.62 -0.76
H -0.83 7.99 -0.47
H 0.10 -2.19 -1.27
H -2.45 -5.09 0.64
H 1.06 -3.65 -3.75
H -2.23 0.31 0.33
C -0.52 0.93 -4.19
H -3.89 3.63 4.19
O 6.53 4.02 3.66
O -1.43 -3.48 3.22
C 1.37 3.95 8.03
O 0.13 -2.68 5.01
H -1.49 0.52 -4.46
H -2.76 1.60 4.80
H 2.97 1.42 1.20
O -3.79 -1.48 -0.03
O 4.77 -6.25 -4.16
S -2.74 -2.06 -5.03
O -4.81 -1.90 5.35
O 0.07 2.05 -6.14
H -4.08 3.27 -3.07
O -2.48 -1.07 5.07
O -4.52 0.49 4.89
O 1.99 0.92 4.94
H -0.39 1.01 -3.10
H -5.03 -4.11 -7.89
H -5.06 -1.14 2.64
C -5.05 -2.88 -6.09
H 0.43 -2.35 7.59
H -5.31 -1.88 -6.47
O 4.44 3.18 2.67
H 4.17 2.10 5.31
C -1.55 -4.80 0.10
H 3.16 3.63 -6.90
S 5.17 3.74 4.01
O 2.66 2.29 -3.14
C 2.52 2.81 -6.61
H -2.90 2.40 -2.00
H 0.65 -4.14 7.43
H 5.80 2.70 -1.59
H -6.65 -4.00 -7.05
H 5.55 1.49 4.28
H 0.18 0.14 -4.49
C -3.58 -2.33 -3.44
H 2.61 3.86 2.22
H -1.15 -4.02 0.76
H 2.00 4.17 8.88
O -3.64 -3.00 -6.02
H 4.57 3.97 -1.71
H -6.57 -1.62 0.26
H 1.29 -7.89 -0.21
H 2.67 -0.62 -2.76
C -1.30 0.66 0.78
H 0.42 2.94 -4.19
H 3.71 -2.17 -3.61
H 2.71 -6.73 -0.20
H 0.63 0.28 7.38
H 2.79 1.84 -7.03
S 0.64 1.37 5.20
S 4.07 2.06 -3.03
H 2.54 2.61 -5.54
H 4.19 -0.49 -0.11
O 3.78 -5.47 -1.97
C 0.77 -2.30 2.48
C -6.34 -0.98 -0.58
O 0.63 -6.04 -2.13
H -6.97 -0.10 -0.74
O -1.13 6.09 -1.17
O -4.29 0.20 -1.77
O 3.50 -4.17 -4.05
H -2.94 -1.84 -2.71
H -0.99 0.83 6.83
O 0.64 -4.73 3.61
O 1.18 -0.24 0.53
O -2.90 -0.68 -5.44
S -4.67 -0.37 -0.27
H 0.82 -2.79 1.51
C 1.63 -2.74 -3.94
S 0.80 3.18 -7.03
H -1.09 -3.61 -1.66
C 0.24 4.49 0.32
C 5.21 2.24 4.99
O -0.64 -5.88 -0.03
H -2.70 -3.45 -1.19
H -3.35 -0.55 2.42
C 1.38 -2.89 5.73
H -1.21 -2.14 -0.09
C -4.02 -1.25 2.92
H -1.46 -1.35 -1.62
C -4.83 1.48 -2.13
O 0.51 2.83 -8.39
H -3.54 -3.40 -3.27
H -0.61 7.71 -3.21
H 5.57 -3.32 -2.28
H 0.11 -1.44 2.40
H -5.13 2.03 -1.24
C 1.69 -6.94 0.11
H -5.48 2.81 4.12
C -3.74 1.56 4.33
C 3.80 -1.11 -0.92
H 2.74 2.91 6.77
H 3.06 -1.78 -0.50
C 1.72 2.79 7.15
H -0.51 4.83 1.05
H 3.25 0.89 2.76
C 3.01 2.99 2.76
H 2.58 3.27 3.72
O 4.36 0.54 -2.53
S -3.89 -1.00 4.71
H 6.56 -4.70 -2.35
C 3.02 -3.00 -3.41
H -3.36 1.78 -3.64
H 4.56 -1.77 -1.34
H -0.28 -0.58 6.05
C -0.29 7.24 -1.06
O 0.48 4.47 -6.47
H 1.75 -2.00 2.83
H -1.25 1.75 0.83
O 0.55 4.70 -2.27
O 1.21 -4.33 -0.29
C -0.05 0.37 6.54
C 4.73 2.90 -1.57
O 4.33 4.75 4.58
H -4.56 -1.87 -3.44
H -1.20 2.87 -4.77
H 0.41 8.88 -2.30
H -5.50 -3.02 -5.11
H -2.24 -4.93 -2.00
C 0.11 7.84 -2.40
H 2.94 -3.12 -2.32
H 4.24 2.60 -0.64
H 1.94 -3.72 5.32
O 0.83 2.79 6.02
H 1.09 -1.93 -3.43
H -5.71 1.33 -2.76
S 4.45 -5.22 -3.21
S -0.01 0.04 -0.35
C 2.66 1.64 2.22
H 6.30 -3.76 -3.90
O -4.69 0.78 0.60
H -5.30 -4.98 -6.48
O -0.34 1.53 4.17
H -1.21 0.21 1.76
C 3.24 -0.16 -1.95
H 0.45 3.46 0.61
C -0.26 2.31 -4.76
H 1.57 -2.53 -5.01
H -4.56 3.10 5.68
C -0.70 -1.57 -0.87
H -6.15 -1.47 -1.53
H -3.72 1.46 3.25
S -0.52 4.62 -1.29
C -5.57 -4.02 -6.94
O 4.98 2.39 -4.08
H 1.55 -6.83 1.18
H -3.68 -2.27 2.77
H 2.03 -3.10 7.68
H 1.11 5.13 0.41
H 2.57 0.49 -1.39
C -3.69 2.31 -2.75
H 0.98 7.31 -2.80
H 0.61 6.97 -0.50
H 5.84 2.38 5.85
C 1.04 -3.16 7.19
C 5.88 -4.10 -2.97
H 1.05 4.85 7.50
C -1.91 -4.21 -1.25
O -1.65 3.74 -1.40
H 1.79 1.84 7.68
*
```